No. 1
Formula: C53H55F18Ge2N5O3RuS2SbSi3
Source: the OMol25 dataset
Level of theory: ωB97M-V with the def2-TZVPD basis set

Calculated values
relative energy (zero: lowest compared OMol25 entry of this formula, charge and spin): 0.000 eV
highest occupied orbital energy (spin up / spin down): -6.86 / -7.42 eV
calculated total energy: -285817.22660 eV
Kohn-Sham gap (spin up / spin down): 0.2073 / 0.2277 Ha
lowest unoccupied orbital energy (spin up / spin down): -0.0449 / -0.0451 Eh
expectation value of S²: 0.755

Geometry as ORCA input:
```
! wB97M-V def2-TZVPD RIJCOSX def2/J DEFGRID3
* xyz 0 2
Ru 0.16568 0.14841 -0.21001
C -2.19583 -0.23324 3.32397
C -1.46040 -1.11696 4.09781
C -0.18670 -1.45178 3.68251
C 0.31058 -0.90129 2.51044
N -0.39036 -0.02117 1.76939
C -1.63346 0.27936 2.17298
C 1.59529 -1.30890 1.93549
C 2.65654 -1.75347 2.71097
C 3.84088 -2.09595 2.08886
C 3.91747 -1.99796 0.70958
C 2.81869 -1.54249 0.00042
N 1.68071 -1.17842 0.60031
H -3.20559 0.04616 3.58761
H -1.88028 -1.55736 4.99100
H 0.39579 -2.18867 4.21530
H -2.19127 0.95248 1.53726
H 2.55513 -1.81008 3.78415
H 4.68444 -2.44369 2.66923
H 4.81581 -2.27121 0.17523
H 2.83269 -1.44752 -1.07402
F -2.35957 -4.73892 -2.95615
C -1.25993 -4.57563 -3.71033
C -0.06422 -4.21586 -3.12714
C 1.00027 -4.01631 -3.98581
F 2.18575 -3.62396 -3.48338
C 0.91504 -4.19876 -5.35104
F 1.97252 -4.00496 -6.14208
C -0.29582 -4.59146 -5.89829
F -0.40646 -4.77906 -7.21218
C -1.39021 -4.78621 -5.07455
F -2.55672 -5.16486 -5.60226
Ge 0.24364 -3.87055 -1.20741
S -1.41843 -1.62381 -0.50174
C -1.06473 -5.01486 -0.17681
C -1.50511 -4.66656 1.08865
F -1.04877 -3.55510 1.69576
C -2.39153 -5.43577 1.82617
F -2.78770 -5.04249 3.04167
C -2.85239 -6.62988 1.29979
F -3.70286 -7.38673 1.98991
C -2.39363 -7.04484 0.06014
F -2.80095 -8.21383 -0.43826
C -1.50341 -6.24480 -0.63761
F -1.03978 -6.73363 -1.79747
C 1.76400 -5.18564 -0.77712
C 2.21269 -5.15573 0.52887
F 1.60043 -4.33885 1.41125
C 3.23259 -5.94868 1.02039
F 3.62427 -5.85820 2.29800
C 3.84317 -6.85266 0.16677
F 4.82824 -7.63402 0.60701
C 3.40713 -6.94501 -1.14371
F 3.97694 -7.82908 -1.96466
C 2.38222 -6.12051 -1.59031
F 2.00952 -6.28815 -2.86403
C 4.06272 1.73161 -1.08918
C 2.68736 1.58302 -1.11752
N 1.95559 1.51391 -0.00333
C 2.55871 1.62077 1.18355
C 3.93560 1.77489 1.32444
C 4.68402 1.81522 0.13849
C 4.70621 1.88077 2.56860
C 4.49626 1.91315 3.89708
C 3.33226 1.94657 4.78242
C 3.57231 2.04010 6.15871
C 2.47897 2.11381 6.99594
N 1.22988 2.11329 6.53479
C 1.10682 2.02578 5.21913
N 2.07826 1.92900 4.32198
H 4.62257 1.76587 -2.01232
H 2.14927 1.49668 -2.04799
H 1.92006 1.55517 2.05604
H 5.75913 1.92806 0.19233
H 5.76387 1.94952 2.33050
H 5.41562 1.95684 4.47211
H 4.57841 2.05897 6.55230
H 2.60147 2.18728 8.07043
H 0.09754 2.03888 4.82789
C -2.32684 3.46109 3.02919
Si -1.05649 4.15262 1.82503
C -1.59403 5.91089 1.42546
C 0.59679 4.31053 2.71056
Sb -0.93777 2.70047 -0.32158
Si -3.36461 3.05163 -1.16412
C -3.97177 4.83827 -1.12939
C -4.59739 2.13729 -0.06258
C -3.37847 2.40043 -2.92949
Si 0.31062 4.43996 -1.82439
C 0.95190 3.75969 -3.45511
C 1.76214 5.06778 -0.77545
C -0.76050 5.90580 -2.32901
H -2.39758 4.13738 3.88423
H -2.07479 2.47355 3.41133
H -3.31358 3.40561 2.56826
H -1.32964 6.54428 2.27565
H -2.66791 5.99113 1.26806
H -1.09227 6.31801 0.55017
H 0.41352 4.80190 3.66952
H 1.28443 4.93891 2.14781
H 1.09024 3.35927 2.91290
H -4.30371 5.10316 -0.12508
H -4.83692 4.92547 -1.79024
H -3.23635 5.57325 -1.44452
H -4.69910 2.64765 0.89615
H -4.35739 1.09210 0.13078
H -5.57738 2.15592 -0.54647
H -2.39969 2.47654 -3.40608
H -4.10206 2.95306 -3.53145
H -3.65492 1.34747 -2.95186
H 0.94489 2.67968 -3.50535
H 1.96862 4.11614 -3.63213
H 0.32494 4.11911 -4.27241
H 1.88384 4.52184 0.15759
H 1.62843 6.12340 -0.53184
H 2.69719 4.97209 -1.33030
H -1.58102 5.59387 -2.97616
H -0.11682 6.56639 -2.91727
H -1.17097 6.49123 -1.50955
C -4.54545 -3.34192 -0.99152
Ge -4.22469 -1.79865 -2.15390
C -5.79848 -0.61840 -2.04992
C -3.91381 -2.18957 -4.04132
C -2.71621 -0.75446 -1.43526
H -5.18753 -4.07717 -1.47557
H -5.03302 -3.00513 -0.07566
H -3.60646 -3.82610 -0.72596
H -6.66850 -1.10261 -2.49303
H -5.62282 0.31295 -2.58995
H -6.03801 -0.37567 -1.01372
H -4.41295 -3.10502 -4.35117
H -2.85013 -2.27114 -4.24463
H -4.30388 -1.36300 -4.63741
H -3.12713 -0.07139 -0.68800
H -2.26829 -0.16354 -2.23040
F 1.54708 -0.94308 -5.63642
C 1.31717 0.11592 -4.86400
F 0.57970 0.99146 -5.55229
F 2.49677 0.69868 -4.58912
S 0.45900 -0.38272 -3.30353
O -0.48585 -1.36952 -3.73082
O 1.53961 -0.81574 -2.43853
O -0.10434 0.86687 -2.79820
*
```

***

No. 2
Formula: C53H55N7O3P2SSr
Source: the OMol25 dataset
Level of theory: ωB97M-V with the def2-TZVPD basis set

Calculated values
relative energy (zero: lowest compared OMol25 entry of this formula, charge and spin): 0.000 eV
highest occupied orbital energy: -6.11 eV
calculated total energy: -102675.62711 eV
Kohn-Sham gap: 0.2205 Ha
lowest unoccupied orbital energy: -0.0039 Eh

Geometry as ORCA input:
```
! wB97M-V def2-TZVPD RIJCOSX def2/J DEFGRID3
* xyz 0 1
Sr 0.60387 0.24532 0.48101
C 0.21851 -2.26067 3.88825
C -1.14456 -2.61344 3.27126
C -1.46780 -1.97336 1.89807
N -0.30321 -1.84446 1.02872
C 0.36643 -2.92300 0.67448
C -0.17307 -4.23655 0.74099
C 0.41445 -5.49257 0.65562
C 1.75224 -5.84825 0.62634
C 2.81376 -4.94848 0.53281
C 2.80403 -3.59682 0.25729
C 1.72388 -2.67060 0.05721
N 1.85399 -1.52918 -0.56348
C 3.02308 -1.27990 -1.39975
C 4.11630 -0.41239 -0.76158
C 3.62552 1.00178 -0.38446
N 2.83215 0.98715 0.83466
C 3.42279 0.89038 2.00653
C 4.83613 0.89257 2.15546
C 5.66919 0.89407 3.26840
C 5.37451 0.96818 4.61688
C 4.08764 1.04491 5.14571
C 2.85886 0.96331 4.53004
C 2.46176 0.76179 3.17055
N 1.22409 0.50971 2.83106
C 0.19549 0.34096 3.85408
C 0.29447 -0.95140 4.67733
H 0.98421 -2.24772 3.11081
H 0.49354 -3.07004 4.56821
H -1.94569 -2.33418 3.96590
H -1.18723 -3.69685 3.16182
H -1.87283 -0.96861 2.05618
H -2.27294 -2.55017 1.42895
H -1.25182 -4.24852 0.85712
H -0.28728 -6.32117 0.68918
H 1.99301 -6.90145 0.70524
H 3.80377 -5.38042 0.64198
H 3.78465 -3.14001 0.17916
H 2.67049 -0.73859 -2.28581
H 3.46468 -2.21848 -1.75191
H 4.94110 -0.33679 -1.47699
H 4.49602 -0.90009 0.13824
H 2.98539 1.37510 -1.19860
H 4.47730 1.68706 -0.31339
H 5.38087 0.87622 1.22193
H 6.72814 0.85961 3.02908
H 6.20451 0.98846 5.31216
H 4.03730 1.17149 6.22367
H 2.02801 1.05182 5.21711
H -0.77703 0.35380 3.34486
H 0.18734 1.19258 4.54381
H -0.50646 -0.93133 5.42685
H 1.24041 -0.94746 5.22050
N -1.79610 0.41581 -2.55979
P -0.30962 -0.56013 -2.57007
C -0.96141 -2.13680 -3.25419
C -0.54706 -3.33950 -2.69924
C -1.05025 -4.54849 -3.17860
C -1.96921 -4.55148 -4.21525
C -2.37619 -3.34529 -4.78988
C -1.86889 -2.14651 -4.31648
C 0.47584 0.06806 -4.11605
C 1.36196 -0.78603 -4.78262
C 2.03371 -0.36497 -5.91918
C 1.83832 0.92201 -6.41207
C 0.98266 1.78438 -5.74736
C 0.31495 1.36274 -4.59990
P -2.52730 0.97370 -1.12105
C -3.71416 2.11833 -1.88584
C -4.06940 2.00971 -3.23546
C -5.05473 2.82748 -3.77435
C -5.71252 3.75162 -2.97547
C -5.38787 3.85166 -1.62834
C -4.40209 3.04019 -1.08658
C -3.43635 -0.45164 -0.49564
C -3.51685 -1.64500 -1.21323
C -4.34065 -2.67669 -0.77692
C -5.11572 -2.51323 0.36043
C -5.06225 -1.31871 1.07028
C -4.23031 -0.29459 0.64968
H -1.63733 1.23822 -3.13426
H 0.16081 -3.34072 -1.87988
H -0.72332 -5.47855 -2.72827
H -2.37120 -5.48862 -4.58368
H -3.08695 -3.34620 -5.60909
H -2.18506 -1.20741 -4.76160
H 1.51809 -1.79459 -4.41352
H 2.70950 -1.04421 -6.42532
H 2.35708 1.25071 -7.30453
H 0.83716 2.79455 -6.11214
H -0.31296 2.08448 -4.08489
H -3.59914 1.26786 -3.86610
H -5.31289 2.73278 -4.82259
H -6.48448 4.38510 -3.39768
H -5.90783 4.56259 -0.99558
H -4.15842 3.12096 -0.03677
H -2.94074 -1.77599 -2.11839
H -4.37703 -3.60189 -1.33891
H -5.76887 -3.31282 0.69348
H -5.66968 -1.18648 1.95789
H -4.17695 0.61800 1.22381
O 0.73963 3.06091 -1.57886
H 1.53768 3.36650 -2.02610
H 0.84422 3.39493 -0.65171
O -1.22218 1.52471 -0.34218
O -2.47671 1.81462 0.43840
N -1.46578 4.67852 -0.34141
C -0.77421 4.61063 0.83108
N 0.44002 4.16739 0.92883
C 0.92761 4.30819 2.23087
C 2.20210 3.95660 2.65625
C 2.54760 4.16561 3.98041
C 1.63575 4.71538 4.88402
C 0.35705 5.06615 4.47209
C 0.02274 4.85966 3.13959
S -1.47745 5.21519 2.31697
H -2.46617 4.74801 -0.29652
H -1.08384 4.12951 -1.10154
H 2.89494 3.50857 1.95391
H 3.53618 3.88240 4.32184
H 1.92599 4.87020 5.91685
H -0.35745 5.48854 5.16890
*
```

***

No. 3
Formula: C53H60CsF6N8O5PS7
Source: the OMol25 dataset
Level of theory: ωB97M-V with the def2-TZVPD basis set

Calculated values
relative energy (zero: lowest compared OMol25 entry of this formula, charge and spin): 2.545 eV
highest occupied orbital energy: -1.40 eV
calculated total energy: -180080.19464 eV
Kohn-Sham gap: 0.1687 Ha
lowest unoccupied orbital energy: 0.1174 Eh

Geometry as ORCA input:
```
! wB97M-V def2-TZVPD RIJCOSX def2/J DEFGRID3
* xyz -2 1
Cs 0.41862 0.40320 -2.35494
S 3.64406 -7.08614 -2.21889
C 3.07010 -7.52166 -3.77900
C 2.56239 -6.44966 -4.43968
C 2.63944 -5.25125 -3.68625
C 3.19655 -5.42025 -2.45034
C 3.36710 -4.42626 -1.39818
C 3.19665 -3.05510 -1.68742
N 3.24757 -2.10443 -0.79652
C 3.46089 -2.41651 0.49048
C 3.70599 -3.74592 0.89403
C 3.96275 -4.02880 2.27508
C 3.93680 -3.04411 3.20095
C 3.66138 -1.68771 2.82796
C 3.60318 -0.64402 3.75943
C 3.36072 0.65016 3.34531
C 3.16767 0.85836 1.95477
N 3.20571 -0.10417 1.07118
C 3.44349 -1.36463 1.47328
C 3.30098 1.76851 4.28130
C 3.39585 3.10498 4.01803
C 3.29428 3.91827 5.17637
C 3.12477 3.19603 6.31330
S 3.07867 1.51139 5.98889
C 3.65756 -4.74821 -0.08657
H 3.13414 -8.54896 -4.10272
H 2.12877 -6.50446 -5.42907
H 2.25640 -4.29993 -4.03849
H 3.03859 -2.73352 -2.71366
H 4.17264 -5.05582 2.55476
H 4.12371 -3.25995 4.24743
H 3.75470 -0.85838 4.81180
H 2.95852 1.85063 1.55984
H 3.53666 3.49684 3.01884
H 3.33866 4.99825 5.15731
H 3.00210 3.54539 7.32672
H 3.80395 -5.78438 0.19920
F 0.72798 4.45028 -5.85675
C 1.22409 4.79171 -4.65570
F 0.28864 5.48627 -4.00155
F 2.28287 5.58989 -4.85799
S 1.69306 3.24189 -3.75119
O 0.43357 2.58467 -3.55129
O 2.62996 2.60288 -4.63489
N 2.35684 3.90762 -2.47636
S 3.09368 2.78667 -1.64180
O 2.51165 1.49528 -1.90133
O 3.45146 3.18405 -0.32165
C 4.78552 2.68879 -2.50162
F 4.97315 3.70571 -3.35464
F 5.77122 2.76216 -1.58451
F 4.94417 1.54157 -3.16582
C -0.45520 3.25689 4.13156
C -1.15259 2.59952 2.93970
C -2.56090 2.25507 3.44584
C -0.38463 1.30401 2.60526
P -0.97585 3.67235 1.25268
N 0.01698 3.10631 0.25230
C -0.49442 5.47575 1.80136
C -0.70909 6.34834 0.55729
C -1.24063 6.11269 2.98475
C 1.02041 5.45579 2.03432
C -2.76061 3.79364 0.44796
C -2.54306 4.37300 -0.96120
C -3.85734 4.57139 1.17287
C -3.20101 2.34420 0.20516
H -0.38437 2.52303 4.94537
H -1.01292 4.11252 4.51549
H 0.55526 3.56557 3.88511
H -2.46986 1.76739 4.42690
H -3.09867 1.56501 2.80139
H -3.16570 3.15366 3.59090
H 0.59356 1.29896 3.09111
H -0.19643 1.24344 1.52561
H -0.92864 0.41465 2.94668
H -1.76561 6.57442 0.40309
H -0.31310 5.84089 -0.32421
H -0.17675 7.30078 0.67658
H -2.26624 5.74311 3.06965
H -1.28568 7.20154 2.85393
H -0.73211 5.92454 3.93054
H 1.48981 4.84503 1.25662
H 1.29792 5.05086 3.00749
H 1.42450 6.47588 1.97711
H -2.58380 5.46166 -0.98876
H -3.31896 3.99964 -1.64074
H -1.56989 4.03782 -1.33381
H -3.56573 5.60919 1.35350
H -4.11553 4.11548 2.13053
H -4.76553 4.58430 0.55438
H -2.36514 1.78993 -0.22937
H -4.03159 2.32911 -0.51199
H -3.54789 1.82923 1.09642
O -0.96960 -1.54078 -2.85058
C -1.15098 -2.77584 -3.36754
C -2.60676 -2.99559 -3.85109
C -3.18425 -2.33703 -4.89615
C -4.55316 -2.65938 -5.09458
C -5.00849 -3.56923 -4.19230
S -3.76398 -4.03724 -3.10410
C -0.73235 -3.88743 -2.37991
C -0.16757 -3.68568 -1.16156
C 0.12775 -4.89464 -0.46572
C -0.18364 -6.00532 -1.18200
S -0.85342 -5.58854 -2.70906
C -0.25268 -2.92280 -4.60745
C -0.24885 -3.74828 -5.68929
C 0.80030 -3.43607 -6.60243
C 1.55068 -2.38163 -6.18275
S 0.99695 -1.74689 -4.67972
H -2.63531 -1.62914 -5.50319
H -5.16503 -2.23704 -5.88098
H -5.99743 -3.99066 -4.09381
H -0.01172 -2.69169 -0.76737
H 0.56678 -4.92002 0.52357
H -0.04753 -7.04480 -0.92003
H -0.97272 -4.53861 -5.83814
H 0.97000 -3.96274 -7.53315
H 2.39493 -1.92784 -6.68053
C -3.14290 -3.16086 0.31435
N -2.13785 -2.17981 0.69290
C -2.80925 -0.91660 0.98143
N -3.79012 -1.06052 2.07727
C -4.76008 -2.08111 1.67724
N -4.13150 -3.37526 1.38884
C -3.40434 -3.80497 2.58446
N -2.40021 -2.83108 3.02029
C -1.45871 -2.62805 1.90208
C -3.08083 -1.55139 3.26066
H -2.65918 -4.11272 0.07833
H -3.66322 -2.80328 -0.57226
H -3.32736 -0.56693 0.08698
H -2.06164 -0.17537 1.26795
H -5.27860 -1.73528 0.78010
H -5.48734 -2.21575 2.48409
H -2.89988 -4.75011 2.36555
H -4.12068 -3.96000 3.39741
H -0.94864 -3.57363 1.70100
H -0.72298 -1.87525 2.19518
H -2.33943 -0.81016 3.56351
H -3.80004 -1.68073 4.07565
*
```

***

- What is the relative energy (zero: lowest compared OMol25 entry of this formula, charge and spin) in the third record?
  2.545 eV

***

- What is the calculated total energy in the first record?
  -285817.22660 eV

***

- Which of these has the highest relative energy (zero: lowest compared OMol25 entry of this formula, charge and spin)?
  C53H60CsF6N8O5PS7

***

- Among the records above, which one has the highest relative energy (zero: lowest compared OMol25 entry of this formula, charge and spin)?
  C53H60CsF6N8O5PS7